(1)
This record from OMol25 describes one molecule with the formula C3H8N2OS at a distorted geometry. The level of theory is the ωB97M-V functional and the def2-TZVPD basis.

The geometry in ORCA input format:
```
! RIJCOSX wB97M-V def2-TZVPD def2/J DEFGRID3
* xyz 0 1
N 0.3306 0.8972 1.9724
C 1.3951 0.3515 1.2700
O 2.5309 0.6658 1.5684
N 1.1062 -0.5461 0.2887
C -0.1934 -0.8295 -0.2557
C -0.5362 0.0368 -1.4959
S -2.0223 -0.6017 -2.3159
H 0.5663 1.7355 2.4842
H -0.6303 0.8156 1.6511
H 1.8579 -1.1177 -0.0185
H -0.9835 -0.6727 0.4800
H -0.2681 -1.8723 -0.5527
H 0.2567 -0.0819 -2.2370
H -0.5123 1.0862 -1.2119
H -2.8976 0.1334 -1.6271
*
```

Computed properties:
LUMO energy: 0.59 eV
calculated total energy: -702.07227 a.u.
SMILES: NC(=O)NCCS


(2)
This record from OMol25 describes a 2-piece molecular cluster, C3H8N2OS overall. The level of theory is the ωB97M-V functional and the def2-TZVPD basis.

The geometry in ORCA input format:
```
! RIJCOSX wB97M-V def2-TZVPD def2/J DEFGRID3
* xyz 0 1
H 4.5473 -0.3483 1.2069
N 4.3921 -0.0204 0.2338
N 3.2259 0.3686 0.1143
H 3.0529 0.7014 -0.8489
C -1.9824 0.1582 0.3834
C -1.1349 0.9851 -0.5868
O 0.1922 0.5734 -0.4240
S 0.2516 -1.1053 -0.3365
C -1.5026 -1.2749 0.1857
H -1.7775 0.4822 1.4043
H -3.0456 0.2588 0.1778
H -1.4726 0.8202 -1.6214
H -1.1590 2.0539 -0.3658
H -1.5488 -1.8712 1.0925
H -2.0388 -1.7817 -0.6153
*
```

Computed properties:
LUMO energy: 0.87 eV
calculated total energy: -701.95022 a.u.
SMILES: [H]/N=N/[H].C1COSC1